Record 1
Density functional theory data (ωB97M-V/def2-TZVPD) for a cluster of 4 separate species, C3H14O4 in total at a distorted geometry.

The geometry in XYZ format:
```
21
Properties=species:S:1:pos:R:3:forces:R:3
C 0.49704 1.85567 -1.21820 -1.6 1.6 1.6
C -0.85179 1.78540 -0.18174 5.1 -4.4 -2.3
C -0.26090 1.21405 1.11184 1.4 -1.0 0.5
O -1.55434 0.59876 -0.70629 2.2 0.4 5.0
H 0.53303 1.02226 -1.92791 -0.4 0.2 0.3
H 1.40774 1.76301 -0.55076 -0.9 0.8 -1.1
H 0.29627 2.84452 -1.73777 1.3 -1.1 0.3
H -1.24325 2.78634 -0.16176 -1.2 -0.1 0.2
H 0.25520 1.96309 1.68805 -0.9 0.9 0.9
H 0.73466 0.55032 1.10498 -2.5 0.6 -1.2
H -1.05381 0.61645 1.59306 0.6 0.6 0.5
H -2.05550 0.80424 -1.40017 -3.2 1.4 -4.5
H -0.01678 -4.22733 2.62243 -0.8 0.5 -0.7
H -0.21453 -4.81846 4.00536 0.3 0.3 -0.6
O 0.46167 -4.56334 3.35588 0.8 -0.9 1.4
H 3.55437 1.31331 -5.38820 0.7 -5.1 1.8
H 3.04362 2.56507 -5.10075 0.4 0.4 -1.1
O 3.51719 2.08787 -5.81890 -1.1 4.7 -0.8
H -2.69925 -3.28167 3.70134 0.3 0.0 -2.1
H -2.28043 -3.40466 2.04678 -1.4 0.5 -0.4
O -2.07020 -3.47490 2.96277 0.8 -0.3 2.4
```
Forces are in eV/Å.

As for the structure (SMILES): CC(C)O.O.O.O. The total charge is 0. The calculation puts the orbital gap at 0.378 Eh. The HOMO energy is -0.3604 Ha.



Record 2
Density functional theory data (ωB97M-V/def2-TZVPD) for a structure of composition C43H50N5OPtSSbSi.

The geometry in XYZ format:
```
103
Properties=species:S:1:pos:R:3:forces:R:3
Pt -0.00962 -0.35099 0.07070 0.1 0.7 0.5
O -3.37430 1.86156 -1.05971 0.0 0.0 0.0
C -2.24038 1.47192 -0.86347 0.1 0.1 -0.1
N -1.91037 0.42578 -0.04155 0.0 -0.2 -0.2
C -3.04885 -0.23266 0.56130 0.0 0.1 0.2
C -2.64930 -1.49415 1.27790 0.0 0.1 0.0
C -3.59425 -2.47244 1.56785 0.0 0.0 0.1
C -3.19607 -3.61856 2.22952 0.0 0.0 0.0
C -1.86116 -3.75895 2.58888 0.0 0.0 0.0
C -0.98556 -2.74259 2.26409 0.0 0.0 0.0
N -1.36814 -1.63208 1.62349 0.0 -0.2 -0.2
C -1.07226 2.11779 -1.56329 0.0 0.0 0.0
C -1.27945 3.27299 -2.29633 0.0 0.0 0.0
C -0.19268 3.86655 -2.91973 0.0 0.0 0.0
C 1.05280 3.27633 -2.78717 0.0 0.0 0.0
C 1.16557 2.11102 -2.04411 0.0 -0.1 -0.1
N 0.12683 1.53731 -1.44288 -0.1 0.0 0.0
H -3.79411 -0.46657 -0.20566 0.0 0.0 0.0
H -3.56311 0.44427 1.25553 0.0 0.0 0.0
H -4.62652 -2.32468 1.27858 0.0 0.0 0.0
H -3.91332 -4.39540 2.45845 0.0 0.0 0.0
H -1.50584 -4.63652 3.10999 0.0 0.0 0.0
H 0.06395 -2.80630 2.52202 0.0 0.0 -0.1
H -2.28088 3.67446 -2.35816 0.0 0.0 0.0
H -0.31613 4.77391 -3.49490 0.0 0.0 0.0
H 1.93213 3.70388 -3.24697 0.0 0.0 0.0
H 2.11912 1.62002 -1.93013 0.0 0.0 0.0
C 6.39555 0.52377 0.44062 0.0 0.0 0.0
C 5.46796 0.81714 -0.54980 0.0 0.0 0.0
C 4.17788 0.31795 -0.45517 0.0 0.0 0.0
C 3.77324 -0.47025 0.62409 0.1 0.0 -0.1
C 4.73180 -0.76789 1.59750 0.0 -0.1 0.0
C 6.02866 -0.28128 1.50893 0.0 0.0 0.0
Si 2.09691 -1.30798 0.71980 0.1 -0.1 0.1
C 2.22091 -2.90674 -0.29581 0.2 0.0 0.0
C 2.22514 -4.16158 0.32092 0.0 0.0 0.0
C 2.33780 -5.33136 -0.42058 -0.1 0.0 0.0
C 2.45585 -5.26818 -1.80376 0.0 0.0 0.0
C 2.47015 -4.02988 -2.43686 0.0 0.0 0.0
C 2.34797 -2.86903 -1.68918 0.0 0.0 0.0
H 7.40249 0.91361 0.37462 0.0 0.0 0.0
H 5.75625 1.42293 -1.39933 0.0 0.0 0.0
H 3.47791 0.52492 -1.25325 0.0 0.0 0.0
H 4.46533 -1.40517 2.43370 0.0 0.0 0.0
H 6.75598 -0.53907 2.26769 0.0 0.0 0.0
H 2.07064 -1.80464 2.13078 -0.1 0.0 0.0
H 2.14064 -4.22912 1.40016 0.1 0.0 0.0
H 2.35219 -6.29054 0.08119 0.0 0.0 0.0
H 2.55802 -6.17744 -2.38335 0.0 0.0 0.0
H 2.58828 -3.97278 -3.51225 0.0 0.0 0.0
H 2.34457 -1.91170 -2.20193 0.1 0.0 0.0
S -2.31014 -5.48492 -4.29578 0.0 0.1 -0.2
C -1.74941 -4.26413 -3.22360 0.0 -0.3 -0.1
C -1.88276 -2.92188 -3.61829 -0.1 0.1 0.1
C -1.35138 -1.96158 -2.77711 0.0 0.0 -0.1
N -0.75815 -2.26256 -1.62163 -0.1 -0.1 -0.1
C -0.69898 -3.53400 -1.22170 -0.1 -0.1 0.0
C -1.16299 -4.58253 -1.98852 0.2 0.1 0.0
C -1.06292 -6.73646 -4.11535 -0.1 0.0 0.2
C 0.08971 -6.56885 -4.86792 0.0 -0.1 0.1
C 1.08743 -7.52098 -4.68914 0.0 0.0 -0.1
N 0.98667 -8.54152 -3.84718 0.0 0.0 0.0
C -0.14067 -8.68826 -3.16096 0.0 0.0 0.0
C -1.21680 -7.81341 -3.25860 0.0 -0.1 -0.1
H -2.34540 -2.64632 -4.55594 0.0 0.0 0.0
H -1.37649 -0.91287 -3.04944 0.0 0.0 0.0
H -0.22222 -3.72274 -0.27019 0.0 0.0 0.0
H -1.05917 -5.60047 -1.64433 0.0 0.0 0.0
H 0.21957 -5.75044 -5.56207 0.0 0.0 0.0
H 2.01078 -7.44529 -5.25106 0.0 0.0 0.0
H -0.19570 -9.54402 -2.49930 0.0 0.0 0.0
H -2.12560 -7.98679 -2.69941 0.0 0.0 0.0
C 3.98955 2.89794 2.44025 0.1 0.0 0.1
C 2.96190 2.31968 3.40298 0.0 -0.1 -0.1
C 3.53343 1.18991 4.24328 0.0 0.0 0.0
Sb 1.16266 1.72049 2.33422 -0.3 -0.2 -0.2
C 0.23838 3.64560 1.94678 0.1 -0.1 -0.1
C 0.85143 4.36099 0.75101 0.0 0.0 0.0
C -1.26884 3.50030 1.80333 0.0 0.1 0.1
C -0.16229 1.03122 3.89109 0.1 0.0 0.0
C 0.20865 -0.35205 4.40928 -0.1 0.0 0.0
C -0.21891 2.06561 5.01228 -0.1 0.0 0.0
H 4.85773 3.24034 3.00843 0.0 0.0 0.0
H 3.61233 3.75286 1.88210 0.0 0.0 0.0
H 4.33626 2.14222 1.73226 0.0 0.0 0.0
H 2.54820 3.09860 4.05211 0.0 0.0 0.0
H 3.86860 0.36166 3.61914 0.0 0.1 0.1
H 2.82401 0.81214 4.97661 0.0 0.0 0.0
H 4.40303 1.56034 4.79181 0.0 0.0 0.0
H 0.47281 4.18562 2.86959 0.0 0.0 0.0
H 0.67554 3.80509 -0.16951 0.0 0.0 0.0
H 1.92389 4.51685 0.85241 0.0 0.0 0.0
H 0.38727 5.34331 0.63535 0.0 0.0 0.0
H -1.52592 2.86700 0.95623 0.0 0.0 0.0
H -1.71820 4.48058 1.62813 0.0 0.0 0.0
H -1.73941 3.08265 2.69305 0.0 0.0 0.0
H -1.12188 0.97593 3.37029 0.0 0.0 0.0
H 1.08282 -0.31716 5.05760 0.0 0.0 0.0
H 0.42042 -1.04367 3.59965 0.0 0.0 0.0
H -0.61592 -0.75999 4.99946 0.0 0.0 0.0
H 0.75010 2.17780 5.50148 0.0 0.0 0.0
H -0.92733 1.73658 5.77659 0.0 0.0 0.0
H -0.54664 3.04725 4.67011 0.0 0.0 0.0
```
Forces are in eV/Å.

The total charge is +2. The calculation puts the orbital gap (alpha / beta) at 0.207 / 0.114 Eh. Its spin multiplicity is 5. The HOMO energy (alpha / beta) is -0.4185 / -0.4750 Ha.



Record 3
Density functional theory data (ωB97M-V/def2-TZVPD) for a structure of composition C14H21N7 at a distorted geometry.

The geometry in XYZ format:
```
42
Properties=species:S:1:pos:R:3:forces:R:3
C 1.05465 -0.26484 -0.30578 2.3 -0.2 -1.0
C -0.15212 0.27834 0.22232 1.1 -0.8 -1.5
N -1.12163 0.68801 0.63075 -2.2 1.7 -1.0
H 1.44192 -1.04513 0.34941 0.2 1.0 -0.3
H 1.80424 0.50494 -0.48925 -1.4 -1.8 1.2
H 0.87586 -0.68331 -1.29624 0.8 0.3 1.1
C 3.17717 1.70890 -1.14251 0.6 0.3 -0.7
C 1.88822 1.64789 -1.86753 -2.2 0.4 -3.1
N 0.84828 1.55695 -2.44589 8.4 5.7 1.9
H 3.35167 2.66413 -0.64736 -0.5 -0.1 0.3
H 4.04288 1.68552 -1.80441 -0.2 -0.5 -0.4
H 3.18511 0.87283 -0.44321 1.0 0.5 0.0
C -1.38578 0.10805 3.12871 -4.7 4.6 4.7
C -2.88832 0.33131 2.94687 1.9 0.4 0.3
N -4.02010 0.46315 2.76804 0.2 -0.2 0.0
H -0.81531 0.69374 2.40787 -0.5 -0.4 0.9
H -1.20680 -0.95000 2.93732 -2.4 2.1 3.5
H -1.08429 0.42392 4.12742 -0.3 0.2 0.4
C 0.64940 3.12240 0.06315 -0.5 0.8 -0.5
C 1.14446 2.04772 0.86438 0.9 1.8 1.2
N 1.62013 1.23660 1.50679 1.0 0.5 1.9
H 0.28904 3.90245 0.73379 -0.2 0.1 -0.2
H -0.10273 2.74976 -0.63223 -0.3 0.3 0.5
H 1.42385 3.50074 -0.60407 0.0 0.3 0.5
C -2.44319 -1.74802 0.01479 -0.1 -0.4 -0.3
C -1.20368 -1.77618 -0.83730 -1.2 -1.6 0.6
N -0.21982 -1.88126 -1.43810 -2.8 -3.9 1.5
H -3.33358 -2.10428 -0.50326 0.2 0.3 -0.5
H -2.60284 -0.74967 0.42210 -0.1 -0.2 -0.3
H -2.37508 -2.42234 0.86846 0.5 0.0 -0.1
C -0.54504 0.03932 -2.70888 -2.8 -0.7 -2.4
C -1.97672 -0.00065 -2.57070 1.8 0.1 -0.3
N -3.10574 -0.01817 -2.53468 -2.7 0.0 0.2
H -0.07401 0.49797 -1.83947 -1.8 -1.3 -0.6
H -0.36786 0.70065 -3.55703 -0.3 -0.8 -0.1
H -0.24552 -1.00195 -2.82793 0.2 1.0 -1.2
C 1.06632 -3.12928 0.83447 -0.6 -0.3 1.2
C 0.16106 -2.15565 1.48784 -0.9 1.1 1.8
N -0.51603 -1.34762 2.02501 7.5 -9.6 -8.7
H 0.47716 -4.03482 0.68958 0.1 0.0 -0.3
H 1.83018 -3.37539 1.57208 0.3 0.0 -0.2
H 1.45459 -2.73672 -0.10533 -0.1 -0.5 0.3
```
Forces are in eV/Å.

The total charge is 0. The calculation puts the orbital gap at 0.315 Eh. The HOMO energy is -0.3103 Ha.



Electronic energy? In order: -423.54879; -3064.15887; -928.81073 Eh.
Relative energy (zero: lowest compared OMol25 entry of this formula, charge and spin)? In order: 314.4; 110.5; 1259.0 kJ/mol.